C4H12Si2 | ωB97M-V/def2-TZVPD

lowest unoccupied orbital energy	-1.1256	eV
HOMO	-0.310	Ha
molecular weight	116.3	g mol⁻¹
electronic energy	-20093.06154	eV
energy above the lowest of the compared OMol25 structures with the same formula, charge and spin	86.89	kcal/mol
gap between HOMO and LUMO	7.3	eV

```
18
C4H12Si2 | the OMol25 dataset | ωB97M-V/def2-TZVPD
C -0.373 -0.487 0.598
C 0.543 0.265 0.126
C 0.990 1.674 0.486
C 1.500 -0.247 -1.024
Si -0.592 -2.370 -0.053
Si -3.160 2.054 0.223
H -1.098 -0.017 1.284
H 0.868 2.382 -0.280
H 0.456 2.188 1.381
H 2.072 1.613 0.795
H 2.459 -0.693 -0.561
H 1.780 0.539 -1.677
H 1.159 -1.167 -1.492
H 0.811 -2.851 0.033
H -1.452 -3.360 0.573
H -0.913 -2.471 -1.478
H -2.571 0.906 -0.468
H -2.480 2.045 1.532
```

C4H13Cl2NSi2 | ωB97M-V/def2-TZVPD

lowest unoccupied orbital energy	0.0858	eV
HOMO	-0.328	Ha
molecular weight	202.2	g mol⁻¹
electronic energy	-46650.54728	eV
SMILES	C/N=[Si](/C)Cl.C[SiH](C)Cl
energy above the lowest of the compared OMol25 structures with the same formula, charge and spin	0.00	kcal/mol
gap between HOMO and LUMO	9.0	eV

```
22
C4H13Cl2NSi2 | the OMol25 dataset | ωB97M-V/def2-TZVPD
C -2.120 2.425 0.462
C 2.327 0.862 0.279
C 0.931 -0.797 -1.883
C -1.378 -1.724 1.619
N -1.560 1.109 0.806
Si 2.413 -0.719 -0.617
Si -1.939 -0.423 0.375
Cl -2.674 -1.103 -1.460
Cl 2.311 -2.255 0.627
H -2.982 2.651 1.136
H -1.390 3.227 0.684
H -2.419 2.574 -0.486
H 3.261 1.113 0.849
H 2.290 1.617 -0.522
H 1.446 1.047 0.775
H 0.580 -1.883 -2.089
H 0.075 -0.171 -1.547
H 1.271 -0.474 -2.881
H -0.309 -1.484 1.869
H -2.158 -1.625 2.392
H -1.419 -2.713 1.109
H 3.440 -1.253 -1.496
```